Molecular formula: C40H65F3NO8P
Method: DFT, wB97M-V/def2-TZVPD

## Properties
SMILES string: C=CN1C(=O)c2cc([PH2]=O)c(CCC(F)(F)F)c(CCCCCCCCCCOC)c2C1=O.C1CCOC1.C1CCOC1.C1CCOC1.C1CCOC1
LUMO energy in eV: -1.14
Multiplicity: 1
HOMO-LUMO gap in eV: 7.0

Last column: Mulliken charge in e.
Cartesian coordinates (Å):
C (5.089, -5.060, 1.944)  -0.7519
C (4.095, -4.022, 2.099)  0.0662
N (2.980, -3.903, 1.137)  0.0397
C (3.521, -4.278, -0.178)  -0.0515
O (3.592, -5.366, -0.776)  -0.4905
C (3.988, -2.878, -0.775)  0.2321
C (4.994, -2.499, -1.877)  -0.9812
C (5.185, -0.971, -2.195)  0.4163
P (6.501, -0.622, -3.532)  0.4777
O (6.897, -1.976, -4.196)  -0.6916
C (4.377, 0.164, -1.461)  0.6181
C (4.590, 1.719, -1.783)  -0.1219
C (4.531, 2.107, -3.344)  -0.7567
C (4.057, 3.610, -3.650)  0.6348
F (3.593, 3.650, -5.010)  -0.2815
F (3.008, 4.072, -2.835)  -0.1561
F (5.148, 4.538, -3.611)  -0.2789
C (3.347, -0.257, -0.335)  0.1644
C (2.447, 0.771, 0.491)  -0.8247
C (1.137, 1.063, -0.444)  0.4158
C (0.039, -0.109, -0.377)  -0.6995
C (-1.038, 0.134, 0.817)  -0.5223
C (-2.318, 0.985, 0.315)  -0.2452
C (-3.505, 0.068, -0.272)  -0.7692
C (-4.929, 0.851, -0.269)  0.1394
C (-5.987, 0.234, -1.315)  -0.5146
C (-7.479, 0.093, -0.691)  -0.6839
C (-7.926, -1.456, -0.898)  -0.4069
O (-8.116, -1.653, -2.329)  -0.3322
C (-8.336, -3.064, -2.586)  -0.3639
C (3.209, -1.761, -0.019)  0.0092
C (2.335, -2.556, 1.046)  0.0398
O (1.353, -2.236, 1.742)  -0.5149
H (6.210, -4.861, 1.927)  0.2426
H (4.756, -6.145, 1.764)  0.2626
H (4.246, -3.341, 3.010)  0.3175
H (5.564, -3.328, -2.405)  0.4693
H (7.664, -0.124, -2.861)  0.0900
H (6.014, 0.211, -4.588)  0.0994
H (5.635, 2.039, -1.404)  0.5082
H (3.842, 2.349, -1.197)  -0.2972
H (3.950, 1.345, -3.986)  0.4100
H (5.618, 2.049, -3.736)  0.2117
H (2.043, 0.290, 1.445)  0.4606
H (2.950, 1.779, 0.659)  0.3672
H (1.512, 1.078, -1.540)  0.2640
H (0.658, 2.074, -0.227)  -0.4521
H (-0.576, -0.061, -1.356)  0.3659
H (0.475, -1.161, -0.337)  0.0460
H (-1.447, -0.877, 1.188)  0.3136
H (-0.487, 0.677, 1.660)  0.3129
H (-2.735, 1.586, 1.206)  0.1134
H (-1.975, 1.757, -0.462)  0.2168
H (-3.563, -0.895, 0.353)  0.1598
H (-3.281, -0.195, -1.370)  0.2576
H (-5.330, 0.809, 0.805)  0.3448
H (-4.687, 1.934, -0.535)  -0.2943
H (-6.103, 0.898, -2.250)  0.2983
H (-5.619, -0.801, -1.669)  0.3129
H (-8.264, 0.712, -1.237)  0.3472
H (-7.393, 0.362, 0.415)  0.3325
H (-7.096, -2.122, -0.462)  0.1907
H (-8.929, -1.691, -0.383)  0.3606
H (-7.830, -3.685, -1.759)  0.0768
H (-7.936, -3.318, -3.638)  0.2201
H (-9.467, -3.311, -2.618)  0.2462
C (0.226, 6.146, 0.251)  -0.0209
C (1.016, 6.337, 1.527)  -0.6590
C (1.455, 4.919, 1.841)  -0.5274
O (1.593, 4.242, 0.584)  -0.2305
C (1.010, 5.051, -0.442)  -0.3862
H (0.136, 7.052, -0.350)  0.3869
H (-0.783, 5.790, 0.488)  -0.2480
H (1.892, 6.964, 1.331)  0.2971
H (0.443, 6.795, 2.336)  0.3441
H (0.697, 4.388, 2.427)  0.3073
H (2.403, 4.884, 2.384)  0.2691
H (1.828, 5.465, -1.040)  0.1941
H (0.385, 4.430, -1.088)  0.2920
C (-4.923, -7.000, -1.624)  -0.5637
C (-4.912, -6.959, -0.113)  -0.5381
C (-5.844, -5.799, 0.178)  -0.3661
O (-6.803, -5.759, -0.888)  -0.3764
C (-6.359, -6.628, -1.939)  -0.3681
H (-4.632, -7.966, -2.040)  0.3346
H (-4.244, -6.238, -2.021)  0.2710
H (-5.335, -7.887, 0.286)  0.2501
H (-3.918, -6.825, 0.317)  0.3298
H (-5.304, -4.847, 0.180)  0.1731
H (-6.362, -5.908, 1.134)  0.3082
H (-7.006, -7.512, -1.938)  0.2824
H (-6.460, -6.123, -2.902)  0.2452
C (-5.048, 6.325, 0.618)  -0.5687
C (-4.260, 6.503, 1.897)  -0.5297
C (-3.829, 5.082, 2.201)  -0.4443
O (-3.690, 4.411, 0.941)  -0.2917
C (-4.267, 5.232, -0.084)  -0.4121
H (-5.133, 7.237, 0.024)  0.3405
H (-6.058, 5.973, 0.851)  0.2993
H (-3.381, 7.128, 1.707)  0.1978
H (-4.833, 6.957, 2.707)  0.3458
H (-4.590, 4.551, 2.781)  0.3453
H (-2.882, 5.038, 2.746)  0.2438
H (-3.448, 5.650, -0.679)  0.2443
H (-4.894, 4.620, -0.735)  0.2422
C (8.904, -1.262, 3.439)  -0.5089
C (8.390, -1.993, 4.659)  -0.5645
C (7.185, -2.725, 4.103)  -0.3954
O (7.469, -3.007, 2.726)  -0.3103
C (8.632, -2.263, 2.334)  -0.4648
H (9.956, -0.979, 3.507)  0.3333
H (8.315, -0.354, 3.274)  0.2581
H (9.139, -2.713, 5.003)  0.2759
H (8.141, -1.335, 5.493)  0.3259
H (6.287, -2.098, 4.138)  0.2330
H (6.979, -3.658, 4.633)  0.2855
H (9.461, -2.971, 2.226)  0.2757
H (8.454, -1.785, 1.368)  0.2536